1.
The following is a DFT calculation (the ωB97M-V functional and the def2-TZVPD basis) of a 2-piece molecular cluster, C25H45IN3O12S3 overall at a distorted geometry.

Calculated values
- Charge: +1
- E_tot: -3538.55483 hartree
- Strongest force on any atom: 1.06 eV Å⁻¹
- LUMO: -0.171 hartree

Structure (XYZ):
```
89
Properties=species:S:1:pos:R:3:forces:R:3:mulliken_charge:R:1
C 2.85962 3.07211 -0.61116 -0.331 -0.276 -0.035 -1.302
C 3.62102 1.89650 -0.04396 0.030 0.187 -0.078 -0.097
O 2.72314 1.18159 0.81478 -0.363 -0.132 -0.107 -0.126
C 3.18059 0.00175 1.35499 0.797 -0.080 0.323 -0.771
C 2.31827 -0.48023 2.55757 0.195 -0.035 0.006 -0.247
C 1.27006 0.45411 3.16513 0.005 0.241 -0.125 -2.148
C 0.24701 1.13367 2.22732 0.016 -0.206 0.258 0.125
C -1.20221 0.96855 2.69957 -0.031 0.235 0.140 -1.169
S -2.25177 1.38246 1.27390 0.105 -0.172 -0.188 0.167
C -3.95130 0.95785 1.65817 -0.186 0.162 0.841 0.064
S -5.00742 2.20286 1.64399 -0.102 0.097 -0.176 -0.195
N -4.33982 -0.34700 1.86114 0.300 -0.154 -1.003 0.131
C -5.67008 -0.65434 1.28174 -0.326 0.044 0.149 -0.690
C -6.01298 -2.11692 1.40250 0.033 0.053 0.376 -0.723
O -5.02082 -2.92784 0.80026 -0.120 -0.087 0.150 -0.431
C -3.87758 -2.81220 1.60623 0.162 0.041 -0.280 -0.743
C -3.32906 -1.38790 1.61916 0.018 -0.147 0.186 -0.969
C 1.85023 -1.89930 2.23564 -0.716 0.600 0.245 -1.269
O 0.63868 -2.00962 1.57870 0.603 -0.083 -0.389 0.418
N -0.32900 -3.05252 2.23957 -0.628 -0.012 0.045 0.429
O -0.60773 -2.73683 3.28747 0.232 -0.173 0.149 -0.209
N 3.00894 -2.36080 1.35906 0.282 -0.305 0.106 -0.058
C 3.12352 -3.79751 0.90203 0.015 -0.031 -0.180 0.062
C 2.02771 -4.70345 1.45932 -0.015 -0.058 -0.304 -0.168
O 1.89470 -4.87394 2.62403 -0.095 0.121 0.329 -0.434
I 0.81249 -5.69367 0.03137 0.089 -0.042 0.012 0.089
C 3.28556 -1.22301 0.35001 -0.442 0.560 0.214 0.405
C 2.21348 -1.01727 -0.71977 -0.015 -0.382 -0.186 -0.578
C 1.65568 -2.23500 -1.46296 -0.181 0.552 -0.082 -0.288
C 0.92880 -1.84355 -2.75160 0.113 -0.309 0.187 -1.746
S -0.55202 -0.88498 -2.55026 0.201 0.430 -0.438 1.271
O -0.14799 0.40950 -2.09658 0.063 -0.146 0.372 -0.379
O -1.32922 -1.02481 -3.72742 -0.215 -0.051 0.014 -0.681
O -1.36226 -1.62396 -1.40044 0.056 -0.426 0.002 -0.517
C 4.72465 -1.37886 -0.17778 0.330 -0.178 -0.029 -0.327
C 4.84151 -1.84138 -1.61755 0.226 0.003 -0.038 0.104
O 4.80338 -1.08992 -2.54452 -0.325 -0.071 -0.097 -0.497
O 5.01546 -3.18337 -1.73930 -0.720 -0.089 0.551 -0.470
H 1.91367 2.70774 -1.01876 0.011 0.016 -0.031 0.156
H 2.61870 3.80632 0.15491 0.134 0.082 -0.031 0.342
H 3.41078 3.52399 -1.43344 0.100 0.146 0.134 0.449
H 4.49104 2.21511 0.54162 0.042 -0.067 -0.016 0.350
H 3.96038 1.26180 -0.86805 0.026 -0.060 0.052 0.165
H 4.20286 0.15394 1.74125 0.001 0.079 -0.047 0.697
H 3.04593 -0.64302 3.36215 -0.055 0.023 0.044 0.635
H 0.75272 -0.10163 3.95360 0.015 -0.063 -0.029 0.670
H 1.83689 1.22637 3.68651 -0.044 0.009 0.041 0.523
H 0.47643 2.19714 2.21337 -0.015 0.014 -0.295 0.694
H 0.35197 0.76960 1.20657 -0.053 -0.013 -0.013 -0.405
H -1.41946 1.70080 3.47872 -0.013 -0.109 0.096 0.476
H -1.39104 -0.01778 3.11954 0.015 -0.100 -0.169 0.504
H -6.44596 -0.08148 1.78440 0.163 0.107 0.140 0.495
H -5.67710 -0.32721 0.23674 0.021 -0.114 -0.034 0.407
H -6.98694 -2.31941 0.96322 0.114 -0.029 -0.246 0.402
H -6.06967 -2.38485 2.46702 -0.147 0.014 -0.008 0.373
H -4.08670 -3.16945 2.62314 -0.066 0.049 0.012 0.418
H -3.11707 -3.46077 1.16529 0.028 -0.023 0.071 0.320
H -2.80108 -1.19927 0.68068 -0.101 0.052 -0.024 1.000
H -2.61482 -1.34312 2.43907 0.123 0.056 -0.059 -0.138
H 1.82933 -2.49007 3.15384 0.171 -0.168 -0.086 1.260
H 3.78907 -2.25001 2.01118 0.011 -0.034 -0.026 0.647
H 3.19421 -3.85775 -0.17381 -0.130 0.188 -0.040 0.316
H 4.06109 -4.18415 1.30337 -0.028 -0.049 0.022 0.470
H 2.66151 -0.34264 -1.45103 -0.012 0.080 0.066 1.328
H 1.37538 -0.47182 -0.29286 0.066 0.088 0.044 -0.650
H 0.94462 -2.72936 -0.80139 0.196 -0.411 -0.052 0.128
H 2.41802 -2.95034 -1.76959 0.001 -0.046 0.124 0.492
H 0.66212 -2.74294 -3.30434 -0.108 0.085 -0.100 0.442
H 1.55274 -1.19827 -3.37291 0.004 -0.097 -0.098 0.511
H -0.82296 -1.74882 -0.60490 -0.054 0.327 0.109 0.269
H 5.20992 -0.40590 -0.14183 -0.054 0.037 -0.005 0.475
H 5.30909 -2.04096 0.46776 -0.002 -0.008 -0.028 0.312
H 4.60635 -3.49061 -2.56115 0.567 0.135 -0.387 0.411
C -3.18507 3.99605 -1.19142 0.055 0.030 0.045 -0.530
O -1.81245 3.94036 -1.53548 -0.033 0.065 0.003 -0.343
C -1.55050 3.23254 -2.73604 0.070 0.129 0.081 0.233
C -1.29865 4.17046 -3.89494 -0.090 -0.037 -0.138 -0.762
O -2.45597 4.90680 -4.24689 -0.009 0.014 0.055 -0.375
C -2.45186 6.23901 -3.77212 -0.016 0.002 -0.002 -0.687
H -3.27882 4.68321 -0.35233 -0.005 -0.036 0.031 0.293
H -3.80236 4.35547 -2.01887 0.036 -0.017 -0.033 0.372
H -3.54389 3.01298 -0.87154 -0.055 0.004 -0.049 0.030
H -2.37916 2.55748 -2.97485 0.005 -0.011 -0.005 0.282
H -0.65996 2.62675 -2.56674 -0.001 -0.020 -0.061 -0.067
H -1.00895 3.57903 -4.76975 0.030 -0.001 0.013 0.368
H -0.47196 4.84743 -3.65208 0.002 -0.001 0.009 0.352
H -1.71517 6.84509 -4.31110 0.018 -0.001 0.023 0.325
H -2.23778 6.28490 -2.70106 0.001 0.005 0.000 0.283
H -3.44272 6.65046 -3.95508 0.002 -0.003 -0.021 0.247
```
Forces are in eV/Å.


2.
The following is a DFT calculation (the ωB97M-V functional and the def2-TZVPD basis) of one molecule with the formula C3H4N4O at a distorted geometry.

Calculated values
- Charge: 0
- SMILES string: [H]/N=C/Nc1nnco1
- E_tot: -410.89267 hartree
- Strongest force on any atom: 6.44 eV Å⁻¹
- LUMO: 0.021 hartree

Structure (XYZ):
```
12
Properties=species:S:1:pos:R:3:forces:R:3:mulliken_charge:R:1
H -3.49086 -0.33004 -1.17727 2.821 0.218 -1.949 0.263
N -2.50573 -0.10954 -1.69801 0.186 -2.255 4.866 -0.608
C -1.58296 -0.53788 -0.80305 -1.753 4.605 -4.140 -0.039
N -0.27248 0.02675 -0.93869 -1.855 1.820 -3.475 -0.275
C 0.55839 -0.05324 0.10865 0.732 0.347 2.023 0.555
N 0.32696 -0.59253 1.31105 1.558 1.733 -2.059 -0.322
N 1.46712 -0.22499 2.00785 2.478 0.223 0.317 -0.419
C 2.34324 0.41466 1.25340 -1.908 -0.737 0.653 0.087
O 1.73822 0.59266 -0.00385 0.511 -0.351 0.276 -0.341
H -1.78130 -0.93380 0.14550 -0.155 -1.105 1.151 0.403
H -0.21930 0.94540 -1.67948 -0.051 -3.716 2.882 0.370
H 3.41871 0.80255 1.47391 -2.564 -0.780 -0.544 0.324
```
Forces are in eV/Å.


3.
The following is a DFT calculation (the ωB97M-V functional and the def2-TZVPD basis) of C3H10N2O3 as an isolated structure at a distorted geometry.

Calculated values
- Charge: 0
- E_tot: -455.52501 hartree
- Strongest force on any atom: 2.40 eV Å⁻¹
- LUMO: 0.017 hartree

Structure (XYZ):
```
18
Properties=species:S:1:pos:R:3:forces:R:3:mulliken_charge:R:1
H -0.53873 -0.62100 0.01845 -1.766 0.598 -0.109 0.614
O -1.70315 -0.87751 -0.15775 0.411 0.194 0.272 -1.082
N 0.51073 0.09644 0.16868 1.122 -0.399 0.474 -0.142
H -2.23019 -0.16073 0.24520 0.524 -0.584 -0.034 0.286
C 0.68508 1.18395 -0.60199 0.902 2.093 -0.754 -0.361
C 1.49754 0.04543 1.05571 -0.906 0.444 -0.293 -0.250
C 1.81048 1.86007 -0.20897 0.037 -1.103 1.421 -0.367
N 2.30387 1.11162 0.86020 -0.473 0.046 -0.587 -0.075
H 3.16669 1.36866 1.29250 0.157 -0.323 0.582 0.185
H 1.40958 -0.63982 1.88673 0.750 -0.099 -0.135 0.363
H 2.29180 2.80740 -0.35511 -0.202 0.089 -0.727 0.377
H 0.04273 1.57227 -1.37370 -0.442 -0.667 -0.070 0.368
O -0.25763 -2.47491 1.39671 -0.645 0.185 -0.345 -0.655
H -0.98391 -2.07320 0.84874 0.481 0.153 0.262 0.383
H -0.69528 -3.28383 1.64904 0.191 -0.603 0.402 0.310
O -2.24401 0.10081 -2.58125 0.975 0.082 0.238 -0.689
H -1.89069 -0.23521 -1.70934 -0.565 -0.116 -0.670 0.471
H -3.17492 0.21954 -2.43386 -0.552 0.011 0.073 0.262
```
Forces are in eV/Å.


4.
The following is a DFT calculation (the ωB97M-V functional and the def2-TZVPD basis) of C25H38N6O2RuSSi as an isolated structure at a distorted geometry.

Calculated values
- Spin multiplicity: 5
- Charge: +2
- E_tot: -2236.53848 hartree
- Strongest force on any atom: 1.47 eV Å⁻¹
- ⟨S²⟩: 6.06
- LUMO (alpha / beta): -0.173 / -0.271 hartree

Structure (XYZ):
```
74
Properties=species:S:1:pos:R:3:forces:R:3:mulliken_spin:R:1
Ru -0.09052 -0.41643 0.50280 0.310 0.128 1.429 2.329
N -0.00719 1.40897 -0.29588 -0.016 -0.192 -0.194 -0.021
C -0.08819 2.36889 -0.94223 -0.181 0.336 -0.158 0.025
N -0.25293 3.41531 -1.67989 0.080 -0.036 0.093 0.034
C -1.45454 3.51538 -2.56782 0.139 0.025 0.054 0.000
C -1.60408 4.95447 -3.03998 0.044 0.009 0.009 0.001
C -1.49595 5.94101 -1.87861 0.028 -0.059 0.035 0.000
C -0.15643 5.80214 -1.11281 -0.057 0.021 -0.138 0.003
C 0.64129 4.59768 -1.58344 -0.116 -0.063 -0.049 -0.005
H -2.32666 3.21125 -1.98895 -0.008 0.005 0.054 0.000
H -1.33887 2.83231 -3.40855 0.049 -0.039 -0.022 0.000
H -2.57733 5.03915 -3.52246 0.001 0.018 -0.025 0.000
H -0.85834 5.17720 -3.80546 -0.008 -0.011 -0.008 0.000
H -2.33025 5.76639 -1.19519 0.025 0.014 -0.001 0.000
H -1.61218 6.95572 -2.25437 -0.015 0.000 0.003 0.000
H -0.35100 5.69476 -0.05117 -0.007 0.027 0.193 0.000
H 0.46637 6.68919 -1.23660 -0.022 -0.012 -0.014 -0.001
H 1.46599 4.35647 -0.91611 -0.037 -0.044 0.045 0.000
H 1.05627 4.76092 -2.57660 0.061 -0.014 -0.022 0.001
O 1.90469 -1.93418 1.05666 0.007 0.069 -0.033 0.072
C 1.01280 -2.62181 1.53718 -0.252 0.198 -0.110 0.006
O -0.23938 -2.32627 1.42989 0.257 -0.043 -0.143 -0.039
C 1.32549 -3.90310 2.27522 -0.106 -0.180 0.032 -0.011
N 0.18878 -4.18615 3.24805 0.075 -0.142 -0.140 0.003
C -0.31366 -5.60215 3.01091 0.082 -0.011 0.009 0.001
C 0.80788 -6.26236 2.22464 0.043 0.059 0.028 0.000
C 1.34886 -5.12953 1.35201 0.000 -0.024 0.040 0.000
H 2.25306 -3.79061 2.82971 -0.015 -0.018 0.074 -0.003
H -0.54120 -3.49984 3.03536 -0.113 0.099 0.030 0.002
H 0.48364 -4.04998 4.21231 0.033 0.015 0.019 0.000
H -1.23075 -5.52229 2.43244 -0.002 0.028 -0.029 0.000
H -0.53397 -6.06820 3.96632 -0.020 0.020 0.029 0.000
H 0.43953 -7.10458 1.64284 0.016 0.006 0.011 0.000
H 1.58238 -6.63163 2.89907 -0.013 -0.003 -0.006 0.000
H 0.69568 -4.95920 0.49395 -0.018 0.002 -0.005 0.002
H 2.35437 -5.31675 0.98418 -0.003 0.017 -0.014 0.000
C -2.24679 -2.72637 -3.23541 0.042 0.034 -0.224 0.005
Si -1.90597 -1.79979 -1.66950 -0.114 0.069 -0.043 -0.036
C -2.66639 -2.74577 -0.26550 0.103 -0.114 0.153 0.020
C -2.69359 -0.11221 -1.68315 -0.035 0.090 -0.112 0.037
N -0.17574 -1.40588 -1.32601 -0.058 -0.245 -0.208 0.398
C 0.93409 -1.70299 -2.01005 -0.098 0.004 -0.079 0.096
C 2.15954 -1.01070 -1.73185 -0.112 -0.098 -0.012 0.191
C 3.29534 -1.27615 -2.44446 0.070 -0.074 -0.109 -0.061
C 3.28768 -2.26171 -3.44063 0.009 0.000 0.009 0.249
C 2.11453 -2.97421 -3.72328 0.102 0.055 0.011 -0.066
C 0.95959 -2.70161 -3.04161 0.049 0.156 0.103 0.159
H -3.33373 -2.73523 -3.36361 0.039 0.009 -0.008 0.000
H -1.92240 -3.76797 -3.18610 -0.067 0.021 -0.015 0.000
H -1.81302 -2.26393 -4.12481 -0.046 -0.042 0.021 -0.002
H -3.67789 -3.02023 -0.58043 0.033 0.012 0.037 0.001
H -2.74976 -2.14514 0.64179 -0.019 -0.049 0.028 -0.001
H -2.12523 -3.66241 -0.02302 -0.045 0.023 -0.021 0.001
H -3.77494 -0.21811 -1.81198 0.056 0.016 -0.020 0.002
H -2.30986 0.51684 -2.49093 -0.036 -0.028 0.046 -0.003
H -2.53753 0.41235 -0.73617 -0.035 0.043 0.015 -0.009
H 2.17727 -0.26360 -0.95166 -0.009 0.056 0.023 0.012
H 4.20489 -0.72887 -2.23452 -0.013 -0.030 -0.002 0.001
H 4.19469 -2.47827 -3.99018 -0.029 0.012 0.009 0.008
H 2.11988 -3.74064 -4.48661 0.013 0.013 0.000 0.001
H 0.06177 -3.25039 -3.26603 -0.001 -0.031 0.012 0.008
C 0.52420 5.19824 2.84578 -0.069 -0.036 -0.009 0.000
C 0.66951 3.87350 3.52462 -0.030 -0.050 -0.136 -0.020
C 1.14739 3.77333 4.82545 0.053 0.083 0.061 0.054
C 1.27333 2.51437 5.37615 0.000 -0.132 0.031 -0.023
N 0.91486 1.41529 4.71118 0.019 0.228 -0.021 0.050
C 0.46828 1.62631 3.48025 -0.150 0.184 -0.252 -0.037
S -0.07767 0.11018 2.75075 -0.004 -0.296 -0.528 0.516
N 0.33532 2.77597 2.82726 0.100 -0.044 0.258 0.046
H 0.66030 6.02303 3.54202 -0.015 -0.022 -0.010 0.000
H -0.46031 5.27569 2.38335 0.027 -0.007 0.022 -0.001
H 1.27538 5.28626 2.06195 0.046 0.021 -0.081 -0.001
H 1.41485 4.65648 5.38941 -0.009 -0.027 -0.019 0.003
H 1.65452 2.37220 6.38013 -0.006 -0.010 -0.006 0.000
```
Forces are in eV/Å.